{"formula": "C16H41N3NaO7", "method": "ωB97M-V/def2-TZVPD", "elements": ["Na", "O", "C", "C", "O", "H", "H", "H", "H", "O", "C", "C", "O", "H", "H", "H", "H", "C", "C", "C", "O", "C", "N", "H", "H", "H", "H", "H", "H", "H", "H", "H", "H", "H", "C", "C", "C", "O", "C", "N", "H", "H", "H", "H", "H", "H", "H", "H", "H", "H", "H", "C", "C", "C", "O", "C", "N", "H", "H", "H", "H", "H", "H", "H", "H", "H", "H", "H"], "xyz": [[0.664833, 1.237384, -1.134737], [8.827608, 1.982763, 0.296542], [8.786494, 1.145260, -0.841885], [7.417038, 0.654441, -1.394294], [6.318758, 0.073457, -0.642141], [9.511924, 0.335609, -0.762334], [9.266045, 1.674869, -1.665082], [7.467948, 0.043630, -2.295639], [7.070750, 1.635556, -1.719256], [1.827698, 6.019773, 2.123532], [2.309335, 7.273079, 1.702410], [3.523450, 8.119332, 2.384785], [4.765450, 7.517954, 2.211973], [1.516377, 8.001939, 1.534799], [2.675224, 7.064679, 0.697032], [3.334521, 8.373955, 3.427653], [3.531625, 9.014850, 1.763441], [1.116128, -6.196475, 3.309139], [0.281729, -5.023668, 3.902454], [-0.348087, -5.287884, 5.253611], [-0.999722, -6.597022, 5.298924], [-2.061744, -6.816012, 4.445665], [0.983849, -3.820656, 3.980230], [0.518006, -7.087503, 3.499999], [2.093785, -6.294726, 3.780973], [1.255975, -5.986878, 2.248663], [-0.576259, -4.916504, 3.238766], [-0.808261, -4.456578, 5.787724], [0.256456, -5.308379, 6.160369], [-1.960849, -7.052181, 3.386346], [-2.673048, -5.913739, 4.427726], [-2.640212, -7.645405, 4.852576], [1.567183, -3.896953, 4.801209], [1.576054, -3.685634, 3.173287], [-5.713326, 2.407824, 1.799645], [-5.314397, 0.935316, 1.999101], [-6.246750, -0.205925, 1.450945], [-7.226579, 0.105130, 0.464322], [-6.814117, 0.420520, -0.862155], [-3.912845, 0.750181, 1.650441], [-6.734179, 2.706025, 2.038456], [-5.724261, 2.644722, 0.735758], [-4.911531, 2.945874, 2.305348], [-5.389380, 0.686550, 3.057683], [-6.788981, -0.690160, 2.263110], [-5.667452, -1.074867, 1.138785], [-5.828040, 0.884456, -0.839552], [-7.515665, 1.113767, -1.326199], [-6.611161, -0.434502, -1.507007], [-3.316999, 0.111945, 2.158099], [-3.374712, 1.597484, 1.762625], [-1.046147, -0.107399, -5.317698], [0.368261, -0.496658, -5.731806], [1.214897, 0.748614, -6.140828], [1.051436, 1.825871, -5.182125], [1.431155, 3.105280, -5.717908], [0.998083, -1.406056, -4.801243], [-1.807964, -0.009108, -6.091048], [-1.114071, 0.729761, -4.622986], [-1.458739, -0.859821, -4.645594], [0.364858, -1.013840, -6.691290], [0.878301, 1.032669, -7.137892], [2.240279, 0.385883, -6.212391], [2.268640, 2.997689, -6.407220], [1.631249, 3.747354, -4.860113], [0.547122, 3.464304, -6.244871], [1.823953, -1.058355, -4.335254], [1.302998, -2.172862, -5.383594]], "forces_ev_per_a": [[0.1, 0.0, 0.1], [-0.3, -1.7, -1.9], [1.2, 1.6, 2.7], [-3.9, -0.3, 1.2], [2.7, 0.8, -0.8], [0.1, -1.3, 0.6], [-0.3, 0.5, -1.1], [1.0, -0.3, -0.5], [-0.5, 0.5, -0.3], [0.8, 2.6, 0.5], [-1.0, -3.2, -0.5], [3.2, -2.0, -1.0], [-1.9, 0.9, 0.7], [-0.7, 0.7, 0.5], [0.8, 0.5, -0.4], [-0.6, -0.1, 0.5], [-0.6, 0.8, -0.2], [-0.9, 0.4, 0.8], [-0.6, -1.5, -0.2], [0.2, -1.7, 1.3], [1.3, 0.9, 0.4], [-1.8, 0.6, 0.0], [0.7, 1.6, 0.4], [0.3, -0.3, -0.4], [0.0, 0.0, 0.1], [0.0, -0.3, 0.0], [-0.1, 0.2, -0.3], [-2.1, 0.5, -1.5], [1.9, -1.2, -0.5], [1.2, -0.1, -0.2], [-0.5, 0.0, 0.1], [-0.1, 0.0, 0.2], [0.5, 0.4, -0.1], [0.1, 0.3, 0.0], [0.1, -0.9, -1.0], [-0.4, -1.3, 1.2], [0.2, -0.1, -0.8], [-0.6, 0.2, -0.1], [1.4, 0.2, 0.6], [0.7, 0.7, -1.1], [0.1, -0.3, 0.9], [0.7, 0.0, -0.2], [-0.5, 0.6, 0.0], [-0.2, 0.5, 0.6], [-0.5, 0.7, 0.2], [0.7, 0.2, -0.5], [0.0, 0.5, 0.1], [-0.2, -0.2, 0.2], [-0.6, -0.5, 0.1], [-0.8, -0.7, 0.3], [-0.2, 0.5, -0.4], [-0.8, -0.5, 1.2], [0.1, 1.6, -0.8], [-0.9, 0.0, 1.4], [0.8, -0.9, -1.1], [-0.8, -1.1, 0.4], [0.2, -0.7, -0.1], [0.4, 0.3, -0.4], [0.4, 0.5, -0.5], [0.2, -0.6, -0.2], [-0.5, -0.3, -0.1], [-0.1, 0.5, -0.1], [0.4, 0.4, 0.1], [0.2, 0.3, 0.1], [0.2, 0.0, -0.2], [0.1, 0.4, -0.3], [0.0, 0.4, 0.2], [0.3, -0.3, 0.5]], "lumo_ev": 4.3, "homo_energy_ha": 0.0967, "charge": -3, "largest_force_ha_per_bohr": 0.079, "gap_ev": 1.683, "multiplicity": 1, "e_tot_ev": -40457.2561}

---

{"formula": "C5H6O2", "method": "ωB97M-V/def2-TZVPD", "elements": ["C", "C", "C", "O", "C", "C", "O", "H", "H", "H", "H", "H", "H"], "xyz": [[-0.394571, 1.663352, -0.303361], [0.174549, 0.500469, 0.481109], [-1.137594, -0.746331, 0.534703], [-2.234762, -0.714182, 0.996547], [-0.240056, -1.568869, -0.184757], [0.810159, -0.663942, -0.143818], [2.102004, -0.850941, -0.288359], [-0.963319, 1.332267, -1.175723], [0.393204, 2.345657, -0.637759], [-1.077545, 2.238840, 0.331171], [0.640089, 0.813803, 1.418802], [-0.359876, -2.552771, -0.623480], [2.287719, -1.797352, -0.405075]], "forces_ev_per_a": [[0.4, 0.3, -0.2], [-2.3, -0.5, 0.5], [1.2, 2.3, 0.4], [0.2, -0.2, 0.0], [1.0, -0.2, -0.7], [-1.3, -1.6, 0.6], [0.7, -0.1, -0.4], [0.1, -0.1, 0.0], [-0.1, 0.0, -0.1], [0.1, -0.2, 0.0], [0.0, -0.1, 0.0], [0.1, 0.0, 0.0], [0.0, 0.3, -0.1]], "lumo_ev": 0.3, "e_above_lowest_kcal_mol": 42.4, "homo_energy_ha": -0.3201, "charge": 0, "largest_force_ha_per_bohr": 0.051, "gap_ev": 9.043, "multiplicity": 1, "smiles": "C[C@H]1C(=O)C=C1O", "e_tot_ev": -9375.2570}

---

{"formula": "C12H46N12O14", "method": "ωB97M-V/def2-TZVPD", "elements": ["N", "C", "N", "O", "H", "H", "H", "H", "N", "C", "N", "O", "H", "H", "H", "H", "N", "C", "N", "O", "H", "H", "H", "H", "N", "C", "N", "O", "H", "H", "H", "H", "N", "C", "N", "O", "H", "H", "H", "H", "N", "C", "N", "O", "H", "H", "H", "H", "O", "C", "C", "O", "H", "H", "H", "H", "H", "H", "O", "C", "C", "O", "H", "H", "H", "H", "H", "H", "O", "C", "C", "O", "H", "H", "H", "H", "H", "H", "O", "H", "H", "O", "H", "H"], "xyz": [[-1.341355, -0.479779, -0.651404], [-0.653168, 0.317362, 0.055016], [0.586194, 0.065502, 0.027571], [-1.214229, 1.257287, 0.658138], [-2.347599, -0.393100, -0.642666], [-0.937496, -1.247717, -1.168390], [1.196016, 0.580885, 0.646121], [0.878484, -0.672997, -0.596361], [3.400153, -0.125557, -3.174302], [3.111907, 0.909977, -3.878560], [4.022172, 1.090228, -4.838472], [2.164933, 1.684133, -3.626117], [2.687805, -0.429866, -2.526182], [4.195485, -0.732611, -3.312248], [4.235980, 2.022154, -5.163896], [4.702222, 0.353350, -4.959481], [-4.828891, -2.996119, -0.806587], [-5.132997, -1.786718, -0.582728], [-6.331329, -1.652204, -0.061750], [-4.498411, -0.806229, -0.842502], [-4.063202, -3.162168, -1.443966], [-5.589992, -3.639980, -0.644507], [-6.683327, -2.480387, 0.396853], [-6.486657, -0.678810, 0.158408], [0.701804, -1.655408, -3.803334], [0.707632, -2.119167, -2.604363], [-0.371888, -2.860846, -2.443913], [1.594800, -1.925709, -1.771686], [1.503062, -1.094581, -4.055429], [-0.018271, -1.770374, -4.502172], [-0.754746, -3.242036, -1.590553], [-0.874817, -2.889568, -3.319321], [-3.045105, -1.152066, 3.423512], [-3.110989, -2.256047, 2.760126], [-2.182388, -2.227182, 1.888239], [-3.838904, -3.181731, 2.953340], [-3.755415, -1.189855, 4.140546], [-2.262866, -0.513364, 3.407872], [-1.569937, -1.438007, 1.739265], [-2.161523, -3.101862, 1.383663], [2.603023, 4.185181, -2.267424], [2.567374, 3.839676, -1.024671], [2.579349, 2.591050, -0.753583], [2.738029, 4.695992, -0.134965], [2.456509, 3.410317, -2.898462], [2.534394, 5.162986, -2.510918], [2.897393, 1.877860, -1.394142], [2.740364, 2.346847, 0.213129], [-0.336459, 0.152864, 3.147732], [0.061514, 0.492278, 4.438252], [1.295547, -0.204971, 5.066246], [2.414174, 0.130746, 4.282216], [-0.485777, 0.939514, 2.618111], [0.173864, 1.576285, 4.418278], [-0.645396, 0.415538, 5.264385], [1.009872, -1.255188, 5.125741], [1.359785, 0.008329, 6.133244], [3.181771, -0.385018, 4.539838], [1.429449, -4.299793, 2.569700], [1.696686, -2.917068, 2.769947], [2.427313, -2.310605, 1.559957], [3.689176, -2.821479, 1.330951], [2.214624, -4.635406, 2.131002], [0.739974, -2.412998, 2.906723], [2.173910, -2.584024, 3.691594], [2.497007, -1.223141, 1.585638], [1.843117, -2.578478, 0.679588], [4.349915, -2.178472, 1.598486], [0.136856, 3.831119, -4.082627], [-1.160287, 3.928901, -3.425936], [-1.398084, 3.160737, -2.081496], [-0.746835, 3.950014, -1.029515], [0.508552, 2.949937, -3.999226], [-1.411032, 4.971940, -3.232829], [-1.825481, 3.790969, -4.278341], [-1.133942, 2.103597, -2.109487], [-2.458929, 3.227184, -1.840063], [-0.306436, 3.343718, -0.429474], [2.351964, 1.618315, 1.900897], [2.465167, 2.432163, 2.391880], [2.273535, 0.941420, 2.573139], [-3.897418, 1.376521, 1.535174], [-4.233254, 0.546065, 1.197842], [-3.004022, 1.429744, 1.195688]], "forces_ev_per_a": [[-4.1, -3.6, -3.3], [-2.0, 3.6, 1.9], [4.9, -0.3, 0.7], [0.5, 0.3, 0.9], [-0.2, -0.1, -0.2], [-0.3, 0.4, 0.3], [0.2, 0.1, -0.4], [0.8, 0.1, 0.5], [-0.5, -3.7, 2.9], [-0.7, 3.5, -0.8], [0.9, 0.8, -1.9], [0.7, -1.1, -0.6], [0.2, -0.4, 0.4], [-0.2, 0.3, 0.0], [-0.2, -0.3, -0.1], [0.1, 0.6, -0.2], [1.9, -5.2, -1.3], [-1.2, 2.9, 0.4], [-2.3, 0.4, 1.1], [2.7, 2.3, -1.0], [-0.4, -0.5, 0.3], [0.8, -0.6, -0.5], [-0.7, 1.0, 0.5], [-0.8, -0.5, 0.7], [1.8, 2.7, -4.3], [0.7, -1.0, 2.3], [-2.3, -1.7, 0.5], [0.0, 0.2, 0.2], [-0.3, 0.0, -0.3], [0.2, 0.1, 0.4], [0.4, 0.0, -0.2], [-0.8, -0.7, 0.9], [-2.4, 2.9, 4.1], [0.4, 0.4, 0.9], [3.6, -2.1, -5.1], [-2.5, -2.3, 0.4], [0.4, 1.0, 0.4], [-0.3, 0.0, 0.1], [-0.1, -0.5, -0.1], [0.8, 0.4, -0.5], [-0.1, 0.2, -3.5], [2.0, 5.1, 2.5], [-0.1, -5.7, 1.6], [-0.9, -0.1, 0.5], [-0.3, 0.8, -0.7], [-0.2, -0.5, 0.0], [-0.4, 0.4, -0.2], [-0.1, 0.2, -0.2], [0.0, -1.6, 0.2], [0.9, 1.8, 1.8], [-1.9, 0.0, -1.0], [0.4, -0.3, 0.2], [-0.1, 0.4, -0.5], [0.7, 0.2, 0.2], [-1.1, -0.7, -0.4], [0.6, -0.6, -0.7], [0.3, 0.9, 0.0], [0.1, -0.1, 0.1], [0.5, 0.7, 0.4], [-0.4, 1.1, -0.6], [-1.7, 0.3, 0.0], [1.6, -0.9, 0.1], [0.2, -0.4, 0.0], [-0.3, 0.0, -0.6], [0.8, -1.0, 0.4], [-0.4, 0.1, 0.3], [-0.2, 0.1, -0.1], [0.0, -0.2, 0.1], [-0.5, 0.6, 0.9], [0.3, -0.2, -0.6], [0.2, 1.9, -0.3], [-0.2, -1.0, -1.2], [-0.1, -0.2, 0.2], [0.9, 0.3, 0.4], [-0.9, -1.2, 0.5], [0.4, 0.1, 0.1], [-0.2, -0.2, -0.3], [0.0, -0.2, 0.2], [0.0, -0.1, -0.3], [0.0, 0.4, 0.0], [0.1, -0.4, 0.6], [-0.7, 0.2, 0.5], [0.0, -0.2, -0.2], [0.7, 0.0, -0.3]], "lumo_ev": -0.3, "e_above_lowest_kcal_mol": 79.2, "homo_energy_ha": -0.3052, "charge": 0, "largest_force_ha_per_bohr": 0.128, "gap_ev": 7.986, "multiplicity": 1, "smiles": "NC(N)=O.NC(N)=O.NC(N)=O.NC(N)=O.NC(N)=O.NC(N)=O.OCCO.OCCO.OCCO.O.O", "e_tot_ev": -59737.9229}

---

{"formula": "C9H10N2", "method": "ωB97M-V/def2-TZVPD", "elements": ["C", "C", "C", "C", "C", "C", "C", "C", "C", "N", "N", "H", "H", "H", "H", "H", "H", "H", "H", "H", "H"], "xyz": [[2.936885, -0.615218, 0.812747], [3.373637, -0.363896, -0.523080], [-1.552853, -0.966080, 0.155217], [-2.844819, -1.126966, 0.633836], [-1.341463, 0.316140, -0.261910], [1.652192, -0.184499, 0.846195], [2.383957, 0.269056, -1.178760], [-3.601773, 0.054688, 0.559117], [0.083668, 0.993748, -0.862228], [-2.565699, 0.936747, -0.053038], [1.314393, 0.351223, -0.319009], [3.477962, -1.017277, 1.730540], [4.421795, -0.620375, -0.904572], [-0.865163, -1.805893, 0.137275], [-3.282498, -2.024969, 1.026812], [0.078972, 0.838851, -1.898689], [0.975890, -0.419732, 1.709155], [2.243016, 0.944422, -2.076876], [-4.447631, 0.411797, 1.105454], [0.163473, 2.023198, -0.625092], [-2.603936, 2.005036, -0.013090]], "forces_ev_per_a": [[1.2, -0.7, 0.7], [3.8, -0.8, 0.1], [-1.6, -4.2, 1.6], [2.3, -3.1, 0.2], [3.0, 2.6, -1.2], [-1.5, -1.0, 3.3], [-1.3, 1.7, -1.3], [1.3, 3.0, -1.7], [-2.4, -2.4, 3.6], [-1.7, 5.2, -0.5], [-1.6, 0.7, -2.2], [-0.7, 0.4, -1.8], [-1.8, 0.6, 0.5], [0.1, 0.3, -0.1], [0.3, -0.4, 0.0], [0.0, -0.2, -1.4], [0.4, 0.8, -1.2], [0.9, -1.6, 0.8], [0.0, 0.3, 0.4], [-0.5, 1.1, 0.2], [-0.1, -2.4, 0.1]], "lumo_ev": [0.9, -1.6], "e_above_lowest_kcal_mol": 30.2, "homo_energy_ha": [-0.1665, -0.3077], "charge": 0, "largest_force_ha_per_bohr": 0.107, "gap_ev": [5.425, 6.740], "multiplicity": 3, "e_tot_ev": -12469.0785}

---

{"formula": "HNOS2", "method": "ωB97M-V/def2-TZVPD", "elements": ["N", "O", "S", "S", "H"], "xyz": [[0.686663, 0.166146, -0.435180], [-0.084818, -1.021814, -0.417288], [-1.469632, -0.546229, 0.472062], [-0.547155, 1.322453, 0.096281], [1.414941, 0.079442, 0.284125]], "forces_ev_per_a": [[0.4, 0.8, 0.0], [-0.4, -0.6, -0.2], [0.5, 0.2, 0.2], [0.0, -0.3, -0.1], [-0.5, -0.2, 0.2]], "lumo_ev": -0.8, "e_above_lowest_kcal_mol": 39.7, "homo_energy_ha": -0.3014, "charge": 0, "largest_force_ha_per_bohr": 0.018, "gap_ev": 7.357, "multiplicity": 1, "smiles": "N1OSS1", "e_tot_ev": -25220.1701}

---

{"formula": "C7H12N2O", "method": "ωB97M-V/def2-TZVPD", "elements": ["H", "N", "C", "O", "C", "C", "N", "C", "C", "C", "C", "H", "H", "H", "H", "H", "H", "H", "H", "H", "H", "H"], "xyz": [[2.012031, -1.319234, 1.438324], [2.472712, -0.495399, 1.060343], [1.651224, 0.230577, 0.379509], [2.276181, 1.271991, -0.143403], [0.355593, -0.196299, -0.329446], [0.679895, -1.277519, -1.363463], [-0.314168, 0.940586, -0.954902], [-1.085564, 1.654301, 0.061750], [-1.558560, 0.547240, 0.983286], [-2.089536, -0.696535, 0.325338], [-0.647043, -0.625662, 0.741954], [3.289388, 0.917729, 0.152912], [-0.242777, -1.555836, -1.887889], [1.407962, -0.903832, -2.097466], [1.103771, -2.169436, -0.882715], [0.331695, 1.540167, -1.455335], [-0.473813, 2.369892, 0.642470], [-1.908046, 2.214851, -0.408277], [-1.891979, 0.807249, 1.987796], [-2.734696, -1.336601, 0.927374], [-2.334021, -0.660916, -0.737551], [-0.300254, -1.257316, 1.559387]], "forces_ev_per_a": [[0.1, -0.1, 0.0], [-1.7, -0.2, 0.6], [2.0, -2.2, -0.6], [3.4, 0.0, 0.1], [-0.5, 0.6, 1.0], [0.2, -0.1, 0.0], [-0.1, -0.1, -0.2], [-0.1, 0.2, 0.1], [0.0, 0.1, 0.2], [-0.2, -0.1, -0.1], [0.0, -0.1, 0.0], [-3.3, 1.9, -0.9], [0.2, 0.1, 0.2], [-0.2, -0.1, 0.2], [-0.1, 0.3, -0.1], [-0.1, -0.1, 0.1], [-0.1, -0.2, -0.1], [0.2, -0.2, 0.1], [0.1, -0.1, -0.3], [0.2, 0.2, -0.2], [0.1, 0.0, 0.3], [-0.1, 0.2, -0.2]], "lumo_ev": 0.9, "e_above_lowest_kcal_mol": 37.1, "homo_energy_ha": -0.3296, "charge": 0, "largest_force_ha_per_bohr": 0.077, "gap_ev": 9.836, "multiplicity": 1, "smiles": "[H]/N=C(/O)[C@]1(C)NC[C@H]2C[C@H]21", "e_tot_ev": -12479.9520}